# 1
{"formula": "C3H10N2O", "method": "wB97M-V/def2-TZVPD", "symbols": ["C", "C", "N", "C", "N", "H", "H", "H", "H", "H", "H", "H", "H", "O", "H", "H"], "positions_angstrom": [[0.14, -0.44, 2.50], [-0.45, -0.40, 1.13], [-0.06, -1.39, 0.06], [-0.97, 0.72, 0.60], [-1.54, 0.91, -0.66], [1.22, -0.67, 2.45], [-0.04, 0.51, 2.97], [-0.30, -1.24, 3.09], [0.88, -1.58, 0.40], [-0.74, -2.14, 0.09], [-1.09, 1.61, 1.23], [-1.16, 0.26, -1.33], [-2.55, 0.79, -0.62], [2.34, 0.66, -3.01], [1.70, 1.30, -2.71], [2.29, -0.11, -2.47]], "nbo_charge": [-0.6440, 0.0844, -0.8726, -0.0156, -0.8487, 0.2023, 0.2265, 0.2140, 0.3641, 0.3710, 0.1724, 0.3754, 0.3708, -0.9448, 0.4747, 0.4702], "total_charge": 0, "gap_ev": 9.1, "mol_weight_g_mol": 90.126, "smiles": "C/C(N)=C/N.O", "total_energy_ha": -305.01013, "e_homo_ev": -8.41, "e_above_lowest_kcal_mol": 40.5}

---

# 2
{"formula": "C3H10N2O", "method": "wB97M-V/def2-TZVPD", "symbols": ["C", "O", "H", "H", "H", "H", "C", "N", "C", "N", "H", "H", "H", "H", "H", "H"], "positions_angstrom": [[-1.89, -1.70, -0.38], [-1.14, -0.54, -0.50], [0.10, -0.42, -0.84], [-1.27, -2.59, -0.13], [-2.44, -1.94, -1.31], [-2.69, -1.73, 0.38], [0.04, 2.20, 0.03], [2.05, -0.90, 0.08], [0.84, 1.03, 0.48], [1.24, 0.13, -0.37], [1.68, -1.31, 0.94], [3.00, -0.58, 0.26], [0.97, 0.87, 1.55], [0.62, 3.12, 0.18], [-0.87, 2.26, 0.63], [-0.25, 2.10, -1.01]], "nbo_charge": [-0.2284, -0.8515, 0.4848, 0.1413, 0.1429, 0.1557, -0.6797, -0.6743, 0.2560, -0.3530, 0.3466, 0.3596, 0.1700, 0.2330, 0.2471, 0.2498], "total_charge": 0, "gap_ev": 8.8, "mol_weight_g_mol": 90.126, "total_energy_ha": -304.92209, "e_homo_ev": -8.59, "e_above_lowest_kcal_mol": 95.7}

---

# 3
{"formula": "C3H10N2O", "method": "wB97M-V/def2-TZVPD", "symbols": ["C", "C", "N", "H", "H", "H", "H", "H", "N", "C", "O", "H", "H", "H", "H", "H"], "positions_angstrom": [[-1.22, 0.35, -1.87], [-2.07, -0.04, -0.92], [-1.90, 0.08, 0.46], [-1.43, 0.23, -2.92], [-0.33, 0.91, -1.65], [-2.98, -0.52, -1.25], [-1.34, 0.89, 0.68], [-2.78, 0.08, 0.95], [1.73, -0.94, 0.07], [2.06, -0.07, 1.19], [0.95, 0.73, 1.53], [1.30, -0.41, -0.69], [2.58, -1.35, -0.29], [2.35, -0.71, 2.02], [2.87, 0.64, 0.98], [0.21, 0.13, 1.72]], "nbo_charge": [-0.5194, 0.0143, -0.8250, 0.2064, 0.1830, 0.1864, 0.3809, 0.3747, -0.8554, 0.1050, -0.7315, 0.3627, 0.3559, 0.1438, 0.1419, 0.4763], "total_charge": 0, "gap_ev": 9.6, "mol_weight_g_mol": 90.126, "smiles": "C=CN.NCO", "total_energy_ha": -305.01631, "e_homo_ev": -8.54, "e_above_lowest_kcal_mol": 36.6}

---

# 4
{"formula": "C3H10N2O", "method": "wB97M-V/def2-TZVPD", "symbols": ["C", "C", "N", "H", "H", "H", "H", "H", "N", "C", "O", "H", "H", "H", "H", "H"], "positions_angstrom": [[-3.13, -0.95, -0.14], [-2.32, 0.10, -0.08], [-1.07, 0.13, 0.52], [-3.79, -1.07, -0.98], [-3.15, -1.65, 0.69], [-2.55, 1.07, -0.55], [-0.79, 0.96, 1.03], [-0.94, -0.71, 1.08], [1.61, 0.73, -0.85], [2.29, -0.22, 0.01], [3.16, 0.40, 0.95], [1.19, 0.25, -1.63], [2.31, 1.39, -1.18], [2.97, -0.86, -0.57], [1.53, -0.79, 0.54], [2.69, 1.21, 1.17]], "nbo_charge": [-0.5590, 0.0316, -0.7951, 0.2100, 0.1927, 0.1777, 0.3773, 0.3626, -0.8603, 0.1002, -0.7144, 0.3725, 0.3561, 0.1425, 0.1457, 0.4599], "total_charge": 0, "gap_ev": 9.1, "mol_weight_g_mol": 90.126, "smiles": "C=CN.NCO", "total_energy_ha": -304.99450, "e_homo_ev": -8.17, "e_above_lowest_kcal_mol": 50.3}

---

# 5
{"formula": "C3H10N2O", "method": "wB97M-V/def2-TZVPD", "symbols": ["H", "N", "C", "N", "H", "H", "H", "C", "C", "O", "H", "H", "H", "H", "H", "H"], "positions_angstrom": [[-0.56, -1.51, 3.77], [0.14, -2.18, 4.05], [1.37, -1.91, 3.94], [2.09, -0.73, 3.66], [2.01, -2.76, 4.12], [1.53, -0.04, 3.15], [2.86, -1.06, 3.10], [-1.31, 0.66, -2.56], [-0.59, 1.46, -3.63], [-1.50, 2.26, -4.41], [-2.04, 1.30, -2.09], [-0.56, 0.32, -1.83], [-1.75, -0.28, -2.88], [0.13, 2.15, -3.20], [-0.09, 0.78, -4.33], [-2.07, 1.63, -4.88]], "nbo_charge": [0.3337, -0.6923, 0.2837, -0.8181, 0.1470, 0.3713, 0.3746, -0.6442, -0.0653, -0.7219, 0.2194, 0.2094, 0.2056, 0.1795, 0.1591, 0.4584], "total_charge": 0, "gap_ev": 10.6, "mol_weight_g_mol": 90.126, "smiles": "[H]/N=C\\N.CCO", "total_energy_ha": -305.01805, "e_homo_ev": -9.89, "e_above_lowest_kcal_mol": 35.5}

---

# 6
{"formula": "C3H10N2O", "method": "wB97M-V/def2-TZVPD", "symbols": ["N", "C", "O", "H", "H", "H", "C", "N", "C", "H", "H", "H", "H", "H", "H", "H"], "positions_angstrom": [[2.31, -1.80, -1.15], [1.87, -2.58, -2.18], [2.47, -2.87, -3.19], [1.57, -1.22, -0.81], [3.23, -1.72, -0.76], [0.78, -2.73, -2.16], [-1.81, 0.99, -0.01], [-1.28, 2.01, 0.89], [-0.50, 1.51, 2.00], [-1.31, 0.92, -0.97], [-1.73, -0.03, 0.39], [-2.87, 1.17, -0.19], [-2.10, 2.41, 1.33], [0.54, 1.27, 1.72], [-0.74, 0.47, 2.27], [-0.45, 2.20, 2.82]], "nbo_charge": [-0.8531, 0.5256, -0.5678, 0.3902, 0.4084, 0.0966, -0.4179, -0.6105, -0.4176, 0.1856, 0.1657, 0.1993, 0.3476, 0.1779, 0.1628, 0.2072], "total_charge": 0, "gap_ev": 9.8, "mol_weight_g_mol": 90.126, "smiles": "NC=O.CNC", "total_energy_ha": -305.01422, "e_homo_ev": -9.18, "e_above_lowest_kcal_mol": 37.9}

---

# 7
{"formula": "C3H10N2O", "method": "wB97M-V/def2-TZVPD", "symbols": ["C", "C", "N", "C", "N", "H", "H", "H", "H", "H", "H", "H", "H", "O", "H", "H"], "positions_angstrom": [[1.88, -1.30, -1.20], [0.97, -0.03, -1.22], [-0.53, -0.37, -0.90], [-1.51, 0.38, -0.43], [-1.35, 1.49, 0.44], [1.49, -1.96, -1.99], [2.93, -1.03, -1.19], [1.53, -1.71, -0.21], [1.21, 0.70, -0.50], [0.90, 0.41, -2.26], [-2.63, 0.32, -0.74], [-0.97, 1.06, 1.39], [-2.29, 1.88, 0.63], [0.26, -0.09, 2.47], [0.30, -0.29, 3.40], [0.69, -0.78, 1.98]], "nbo_charge": [-0.6206, -0.2130, -0.5580, 0.2972, -0.8765, 0.2241, 0.2183, 0.1955, 0.1863, 0.1995, 0.1471, 0.4244, 0.3606, -0.9543, 0.4826, 0.4868], "total_charge": 0, "gap_ev": 8.8, "mol_weight_g_mol": 90.126, "smiles": "CC/N=C\\N.O", "total_energy_ha": -304.98354, "e_homo_ev": -8.23, "e_above_lowest_kcal_mol": 57.2}

---

# 8
{"formula": "C3H10N2O", "method": "wB97M-V/def2-TZVPD", "symbols": ["C", "C", "N", "C", "N", "H", "H", "H", "H", "H", "H", "H", "H", "O", "H", "H"], "positions_angstrom": [[-0.85, 2.34, 0.27], [-1.07, 0.98, 0.93], [-0.92, -0.07, -0.06], [-0.80, -1.26, 0.36], [-0.81, -1.70, 1.66], [0.11, 2.35, -0.23], [-0.89, 3.13, 1.04], [-1.62, 2.48, -0.50], [-2.08, 0.93, 1.34], [-0.35, 0.88, 1.75], [-0.68, -2.08, -0.36], [-0.65, -1.08, 2.43], [-0.60, -2.67, 1.86], [3.54, -0.34, -2.57], [3.62, -1.25, -2.90], [3.55, 0.20, -3.37]], "nbo_charge": [-0.5989, -0.2547, -0.4939, 0.2837, -0.8399, 0.2111, 0.1991, 0.2088, 0.1849, 0.1562, 0.1641, 0.3900, 0.3893, -0.9345, 0.4667, 0.4678], "total_charge": 0, "gap_ev": 9.9, "mol_weight_g_mol": 90.126, "smiles": "CC/N=C\\N.O", "total_energy_ha": -305.03890, "e_homo_ev": -8.97, "e_above_lowest_kcal_mol": 22.4}